This record from OMol25 describes a cluster of 8 separate species, C49H68F13O26P2 in total. The level of theory is ωB97M-V/def2-TZVPD.

## Properties
Kohn-Sham gap, eV: 5.71
LUMO, eV: 0.6
Net charge: -1
Highest occupied orbital energy, eV: -5.2
Spin multiplicity: 1

Geometry as XYZ:
```
158
Properties=species:S:1:pos:R:3:forces:R:3:lowdin_charge:R:1
C 11.911 -0.071 2.498 -1.1 -0.2 -0.4 -0.104
C 10.914 1.258 2.698 0.9 0.7 1.2 -0.485
C 11.792 2.274 3.697 0.8 -0.8 -0.4 -0.113
C 9.565 0.872 3.543 0.5 -1.1 0.4 -0.090
C 10.665 2.103 1.320 0.0 -0.3 0.2 -0.132
C 9.495 1.532 0.333 -0.1 0.1 -1.4 -0.445
C 9.930 2.006 -1.211 -0.6 0.4 -0.1 -0.090
C 9.347 -0.098 0.275 -1.0 -0.4 -0.6 -0.088
C 7.997 2.148 0.585 -3.5 1.3 0.6 -0.106
C 6.812 1.672 -0.470 -1.3 2.0 2.3 -0.012
C 5.242 2.131 -0.367 3.0 1.6 3.2 0.025
C 4.831 3.127 0.881 3.1 -1.6 -0.8 -0.165
O 3.395 3.496 0.986 3.7 0.5 -0.5 -0.164
C 3.331 4.932 0.667 0.3 1.0 -0.8 -0.176
C 1.818 5.473 0.326 0.2 1.0 0.7 -0.172
O 0.812 5.138 1.385 0.2 0.0 -2.8 -0.231
C -0.471 4.957 0.628 -0.2 0.7 -0.5 -0.240
C -1.794 4.882 1.587 1.8 1.7 0.1 -0.231
P -2.881 3.329 1.378 -2.4 1.2 0.0 0.414
C -3.449 3.247 3.203 0.1 0.8 2.4 -0.308
C -4.168 1.843 3.646 0.7 0.5 1.0 -0.139
C -5.746 1.703 3.235 -0.2 2.0 0.4 -0.191
F -6.137 2.372 1.974 1.1 -2.2 3.8 0.012
F -6.523 2.399 4.327 1.8 -2.0 -3.2 -0.028
C -6.325 0.171 3.178 -3.1 1.1 0.8 -0.085
F -6.705 -0.249 4.577 1.6 0.8 -4.7 0.018
F -7.639 0.255 2.435 3.9 -0.8 2.0 0.003
C -5.355 -0.918 2.430 2.5 -0.7 1.3 -0.082
F -4.396 -1.410 3.488 -2.9 1.6 -3.2 0.009
F -4.497 -0.351 1.353 -3.3 -2.0 3.4 0.039
C -6.152 -2.289 1.921 0.5 -1.7 2.1 -0.059
F -5.160 -3.408 2.136 -3.2 3.2 -1.2 0.010
F -7.311 -2.640 2.824 4.0 1.5 -3.3 0.038
C -6.592 -2.252 0.343 -3.1 -0.1 -0.9 -0.075
F -7.865 -3.062 0.252 3.9 2.4 0.1 0.010
F -6.945 -0.903 -0.176 1.6 -4.7 2.0 0.062
C -5.531 -3.006 -0.679 0.7 0.2 -3.0 -0.107
F -4.117 -2.606 -0.493 -5.6 -2.1 -0.3 0.048
F -5.908 -2.546 -2.068 1.4 -1.9 4.8 0.032
F -5.748 -4.492 -0.658 1.3 5.2 0.2 0.019
P -1.248 1.829 1.538 2.4 -0.8 -4.3 0.705
O -0.736 1.465 0.052 -0.7 0.6 4.1 -0.580
O -2.742 3.190 -0.388 -3.4 0.9 -0.4 -0.370
C -4.177 3.218 -0.824 -1.3 1.4 -0.7 -0.214
C -4.876 4.533 -0.062 0.3 -1.5 1.2 -0.178
O -4.192 4.522 1.250 -1.5 -0.3 -2.7 -0.448
C 6.008 3.650 1.924 0.6 -2.0 -2.2 0.009
C 7.606 3.185 1.816 -3.2 -1.9 -3.5 -0.002
H 11.231 -1.052 2.515 1.6 2.1 0.0 0.082
H 12.725 -0.131 3.357 -1.8 0.1 -1.9 0.084
H 12.415 -0.023 1.435 -0.8 -0.1 2.2 0.078
H 11.681 1.949 4.834 0.1 0.9 -2.4 0.093
H 12.925 2.093 3.425 -2.1 0.6 0.5 0.075
H 11.555 3.404 3.504 0.3 -2.2 0.6 0.079
H 8.596 0.726 2.905 1.9 0.6 1.3 0.067
H 9.438 1.634 4.424 -0.1 -1.4 -1.9 0.081
H 9.777 -0.187 4.053 -0.5 2.3 -1.0 0.093
H 10.433 3.223 1.603 0.4 -2.2 -0.7 0.114
H 11.691 2.096 0.725 -2.1 0.1 1.2 0.121
H 9.561 3.109 -1.372 0.9 -2.1 0.3 0.086
H 11.106 1.960 -1.375 -2.5 -0.1 0.3 0.087
H 9.354 1.354 -2.027 1.4 1.3 1.8 0.085
H 8.803 -0.347 -0.758 1.2 0.5 2.3 0.077
H 10.358 -0.690 0.254 -1.9 1.3 0.2 0.081
H 8.605 -0.509 1.109 1.9 0.9 -1.7 0.099
H 7.113 0.952 -1.360 -0.7 1.7 2.1 0.083
H 4.391 1.782 -1.108 2.1 0.7 1.7 0.108
H 3.852 5.519 1.544 -1.3 -0.9 -1.6 0.125
H 4.011 5.091 -0.301 -1.6 -0.1 1.9 0.141
H 1.440 5.186 -0.760 1.0 0.1 2.4 0.136
H 1.878 6.665 0.337 0.1 -2.4 -0.2 0.135
H -0.296 4.033 -0.067 -0.7 1.5 1.3 0.107
H -0.583 5.924 -0.061 0.1 -2.0 1.3 0.128
H -2.468 5.834 1.346 1.6 -2.3 0.5 0.112
H -1.488 4.989 2.718 -0.3 -0.2 -2.2 0.092
H -3.699 2.154 1.226 -0.3 -0.1 -0.1 -0.004
H -4.185 4.159 3.420 1.6 -2.1 -0.5 0.115
H -2.502 3.450 3.891 -2.0 -0.8 -0.9 0.084
H -4.133 1.817 4.839 -0.5 -0.1 -2.6 0.143
H -3.475 0.970 3.291 -1.8 1.5 0.4 0.075
H -0.162 2.367 2.366 -0.7 -0.7 -0.2 -0.007
H -1.686 0.580 2.110 0.2 0.6 0.4 -0.035
H -4.808 2.226 -0.655 1.6 1.9 0.2 0.105
H -4.409 3.473 -1.943 1.5 -0.6 1.7 0.110
H -6.016 4.327 0.225 2.1 0.5 -1.1 0.115
H -4.732 5.527 -0.706 -0.1 -2.5 1.9 0.096
H 5.658 4.369 2.791 0.9 -1.7 -1.9 0.088
H 8.446 3.551 2.560 -2.2 -0.8 -1.6 0.084
C -7.658 -5.556 -2.907 0.8 1.0 0.2 -0.138
C -8.757 -5.958 -1.978 -0.3 0.5 1.0 -0.134
O -9.547 -6.829 -2.765 0.4 -0.5 -0.8 0.068
C -8.736 -7.325 -3.745 -0.8 -2.0 -1.6 -0.512
O -9.042 -8.233 -4.499 0.8 2.1 1.7 0.135
O -7.537 -6.672 -3.769 -0.7 -0.7 -0.1 0.043
H -6.718 -5.368 -2.383 -0.2 -0.2 -0.3 0.108
H -7.917 -4.675 -3.504 0.0 -0.1 0.1 0.145
H -8.387 -6.508 -1.106 0.0 0.0 -0.1 0.127
H -9.346 -5.103 -1.635 0.0 -0.2 -0.1 0.140
C -1.722 -1.894 -1.909 -0.4 -0.3 0.8 -0.150
C -0.578 -0.965 -1.660 0.0 0.7 1.2 -0.143
O 0.104 -0.950 -2.900 -0.6 -0.6 -1.5 0.067
C -0.804 -1.302 -3.857 0.8 0.4 -1.9 -0.519
O -0.603 -1.227 -5.057 -0.5 -0.2 2.3 0.113
O -1.966 -1.746 -3.295 0.5 0.2 -0.7 0.056
H -2.610 -1.626 -1.328 0.4 0.1 -0.4 0.108
H -1.465 -2.938 -1.704 0.0 0.0 -0.1 0.131
H -0.909 0.052 -1.426 0.1 -0.2 0.2 0.096
H 0.078 -1.318 -0.860 0.0 0.2 -0.2 0.139
C -4.998 -7.875 -5.405 -1.2 0.0 0.0 -0.148
C -4.040 -6.801 -5.006 -0.2 1.1 0.1 -0.138
O -2.871 -7.520 -4.659 0.1 -0.9 -0.3 0.066
C -2.930 -8.715 -5.317 2.0 -1.7 -0.2 -0.515
O -2.010 -9.512 -5.382 -2.1 1.8 0.2 0.131
O -4.154 -8.900 -5.894 1.0 0.0 0.2 0.063
H -5.695 -7.545 -6.180 0.1 -0.2 0.1 0.141
H -5.569 -8.264 -4.555 0.0 0.1 -0.1 0.125
H -3.805 -6.122 -5.832 0.0 -0.1 0.1 0.140
H -4.401 -6.215 -4.156 0.2 -0.1 -0.1 0.129
C -7.398 7.994 -2.507 -1.1 0.0 -0.1 -0.145
C -6.440 9.068 -2.107 -0.1 1.0 0.2 -0.146
O -5.271 8.349 -1.761 0.0 -0.8 -0.3 0.068
C -5.330 7.155 -2.419 2.2 -1.7 -0.3 -0.517
O -4.410 6.358 -2.484 -2.2 2.2 -0.2 0.121
O -6.554 6.969 -2.996 0.8 0.0 0.2 0.065
H -8.095 8.325 -3.282 0.2 -0.2 0.0 0.134
H -7.969 7.606 -1.657 0.1 0.0 -0.1 0.137
H -6.205 9.748 -2.934 0.0 -0.1 0.0 0.134
H -6.801 9.654 -1.258 0.2 -0.1 -0.1 0.136
C 12.723 5.696 -3.804 1.0 0.2 -0.4 -0.145
C 11.703 4.667 -4.169 0.0 -0.7 -0.8 -0.140
O 10.866 4.621 -3.029 0.1 0.8 0.5 0.039
C 10.999 5.820 -2.389 -1.7 0.8 2.1 -0.513
O 10.295 6.189 -1.464 1.7 -0.9 -2.2 0.138
O 12.022 6.551 -2.921 -0.7 -0.3 0.4 0.062
H 13.085 6.250 -4.674 -0.1 0.1 0.2 0.136
H 13.580 5.267 -3.274 -0.1 0.0 0.0 0.135
H 11.103 4.962 -5.036 0.1 0.0 0.1 0.137
H 12.150 3.688 -4.362 -0.2 0.1 0.1 0.137
C -2.419 -6.239 2.378 -0.9 -0.4 0.2 -0.144
C -2.093 -4.823 2.726 -0.7 0.9 0.0 -0.140
O -0.744 -4.894 3.148 0.5 -0.8 -0.3 0.068
C -0.206 -6.008 2.571 2.4 -0.6 0.0 -0.513
O 0.982 -6.285 2.582 -2.7 0.6 0.0 0.129
O -1.171 -6.772 1.979 1.0 0.5 0.2 0.069
H -3.148 -6.310 1.566 0.2 -0.1 0.0 0.135
H -2.788 -6.807 3.238 0.2 0.2 -0.3 0.106
H -2.158 -4.154 1.861 0.0 0.0 0.1 0.130
H -2.729 -4.433 3.525 0.2 0.0 -0.1 0.136
C -6.188 -9.410 1.362 -0.3 -0.8 -0.8 -0.136
C -6.988 -8.227 1.803 -1.0 0.3 -0.4 -0.142
O -6.382 -7.862 3.028 0.9 -0.3 0.2 0.070
C -5.103 -8.340 2.996 1.7 0.4 1.6 -0.503
O -4.244 -8.062 3.815 -2.2 -0.8 -1.7 0.121
O -4.913 -9.168 1.928 0.1 0.7 0.8 0.071
H -6.121 -9.485 0.273 0.2 0.0 0.2 0.138
H -6.579 -10.352 1.761 0.0 0.1 0.0 0.138
H -6.912 -7.387 1.105 0.0 0.0 0.0 0.124
H -8.044 -8.471 1.950 0.2 0.1 0.1 0.139
```
Forces are in eV/Å.